Molecular formula: C6H12N4
Method: DFT, ωB97M-V with the def2-TZVPD basis set

The total energy comes out at -454.55735 a.u. The LUMO energy (spin up / spin down) comes out at 0.61 / 0.61 eV. The total charge is 0. Its multiplicity is 1. Its HOMO energy (spin up / spin down) is -6.867 / -6.867 eV. As for the energy above the lowest of the compared OMol25 structures with the same formula, charge and spin: 170.5 kcal/mol.

Geometry as XYZ:
```
22
C6H12N4 ωB97M-V with the def2-TZVPD basis set
C -1.66918 0.99547 -0.09522
C -1.08575 0.10128 2.05366
N -0.60433 0.21893 0.64330
C 1.54801 0.98174 0.70665
C 1.82877 -0.04654 -1.33170
N 2.59728 -0.20398 -2.40709
C -0.25371 -1.20400 -0.27346
C -1.02966 -1.86362 -1.17630
N 2.30742 0.60102 -0.28361
N 1.79088 1.61329 1.75903
H 2.41809 -0.76388 -3.22354
H 3.60999 0.02872 -2.38947
H 1.05254 1.70746 2.44462
H 0.19137 -1.79516 0.50853
H -1.41037 1.30969 -1.14595
H -2.26073 1.97583 0.59608
H -2.54284 0.36297 -0.31020
H -1.99085 -0.50587 2.12485
H -0.38852 -0.34950 2.75793
H -1.32364 1.04800 2.54392
H -1.73493 -1.27908 -2.14700
H -1.04984 -2.93275 -1.35503
```

Atom charges from the natural (NBO) analysis, given in e for atoms 1 to 5: -0.43 -0.44 -0.47 0.71 0.23

***

Molecular formula: C6H12N4O2S
Method: DFT, ωB97M-V with the def2-TZVPD basis set

The SMILES is N/C=C\C1=NCCO1.CN=S(=N)=O. The total energy comes out at -1003.41486 a.u. The LUMO energy comes out at 0.59 eV. The total charge is 0. Its multiplicity is 1. Its HOMO energy is -8.377 eV. As for the energy above the lowest of the compared OMol25 structures with the same formula, charge and spin: 13.5 kcal/mol.

Geometry as XYZ:
```
25
C6H12N4O2S ωB97M-V with the def2-TZVPD basis set
N -0.37765 -2.34238 0.52564
C -1.70046 -2.16765 0.64407
C -2.35570 -0.98345 0.54772
C -1.70370 0.25587 0.22798
N -0.44939 0.55574 0.07461
C -0.37604 1.97603 -0.23342
C -1.84501 2.43264 -0.30931
O -2.57903 1.27216 0.03900
H 0.02628 -3.25952 0.58454
H 0.24459 -1.56185 0.33927
H -2.27477 -3.06667 0.83711
H -3.42537 -0.93474 0.62533
H 0.16184 2.12284 -1.17199
H 0.18007 2.48244 0.56035
H -2.08596 3.22624 0.40335
H -2.14538 2.74635 -1.31502
C 2.63467 -1.10858 -1.39185
N 2.17139 -0.95439 -0.04453
S 1.96067 0.48594 0.41475
N 1.76642 0.77702 1.88504
O 2.39790 1.58021 -0.39316
H 3.30757 -1.96740 -1.42110
H 3.17601 -0.21915 -1.72512
H 1.79883 -1.28931 -2.07425
H 1.49222 -0.05839 2.37099
```

Atom charges from the natural (NBO) analysis, given in e for atoms 1 to 5: -0.79 0.12 -0.45 0.57 -0.62

***

Molecular formula: C6H12N5O
Method: DFT, ωB97M-V with the def2-TZVPD basis set

The total energy comes out at -584.56582 a.u. The LUMO energy comes out at -4.01 eV. The total charge is +1. Its multiplicity is 1. Its HOMO energy is -13.888 eV. As for the energy above the lowest of the compared OMol25 structures with the same formula, charge and spin: 49.7 kcal/mol.

Geometry as XYZ:
```
24
C6H12N5O ωB97M-V with the def2-TZVPD basis set
C 1.67727 -1.65038 0.56411
C 1.95326 0.01422 -0.69906
C 1.90080 1.08335 -1.72013
C -2.31971 -0.57780 1.92077
C -2.97731 -0.13057 0.63861
C -1.98573 -0.06505 -0.36231
N 1.13337 -1.02690 -0.49985
N 2.78963 0.21212 0.27514
N 2.70363 -0.90588 0.99355
N 0.86415 1.63544 -2.07554
N -1.10279 0.95314 -0.50108
O 3.10172 1.31856 -2.26759
H 1.19282 -2.55506 0.90971
H -1.87848 -1.47617 1.51740
H -1.56967 0.08173 2.34270
H -3.04491 -0.88766 2.74452
H -3.51876 0.86429 0.68332
H -3.76511 -0.85931 0.28735
H 3.48989 -1.20608 1.69779
H -2.00990 -0.82449 -1.11881
H 1.10330 2.48765 -2.57995
H -0.30814 1.15582 -1.20722
H -1.22501 1.60269 0.28642
H 3.79568 0.75634 -1.82986
```

Atom charges from the natural (NBO) analysis, given in e for atoms 1 to 5: 0.17 0.18 0.60 -0.60 -0.53

***

Molecular formula: C6H12N5O2
Method: DFT, ωB97M-V with the def2-TZVPD basis set

The SMILES is CN1N=C[C@H]([N+](=O)[O-])[C@@]1(C)C(N)=[NH2+]. The total energy comes out at -659.66199 a.u. The LUMO energy comes out at -3.67 eV. The total charge is +1. Its multiplicity is 1. Its HOMO energy is -12.890 eV. As for the energy above the lowest of the compared OMol25 structures with the same formula, charge and spin: 103.7 kcal/mol.

Geometry as XYZ:
```
25
C6H12N5O2 ωB97M-V with the def2-TZVPD basis set
C -0.37783 -2.31252 -0.82301
N 0.43796 -1.24615 -0.36869
N 1.71333 -1.56480 0.00687
C 2.12298 -0.59922 0.67063
C 1.16075 0.54965 0.88946
N 1.06102 1.02800 2.30794
O 0.40550 2.09108 2.43310
O 1.38960 0.26246 3.16115
C -0.07474 -0.12694 0.31822
C -1.48004 -0.26599 0.87600
C -0.34580 0.94764 -1.13447
N -0.40079 0.49829 -2.30209
N -0.55349 2.23641 -0.84838
H -1.35754 -1.79792 -1.17133
H 0.03436 -2.69073 -1.75291
H -0.58149 -3.12425 -0.09924
H 3.09632 -0.55080 1.13600
H 1.49104 1.49465 0.39783
H -1.81450 0.74569 1.22551
H -1.51607 -0.96642 1.74435
H -2.07141 -0.66113 0.11120
H -0.01705 -0.44939 -2.35389
H -0.79437 1.00990 -3.02551
H -0.58841 2.69484 0.16452
H -0.93934 2.79768 -1.56325
```

Atom charges from the natural (NBO) analysis, given in e for atoms 1 to 5: -0.41 -0.36 -0.14 0.03 -0.23

***

Molecular formula: C6H12N6O3
Method: DFT, ωB97M-V with the def2-TZVPD basis set

The SMILES is OCNc1nc(NCO)nc(NCO)n1. The total energy comes out at -790.10727 a.u. The LUMO energy comes out at 0.53 eV. The total charge is 0. Its multiplicity is 1. Its HOMO energy is -9.418 eV. As for the energy above the lowest of the compared OMol25 structures with the same formula, charge and spin: 31.9 kcal/mol.

Geometry as XYZ:
```
27
C6H12N6O3 ωB97M-V with the def2-TZVPD basis set
O 3.60186 0.36073 1.34669
C 3.83323 0.04352 0.00700
N 2.85423 -0.90965 -0.49557
C 1.56734 -0.59053 -0.46857
N 1.23966 0.69841 -0.57710
C -0.10695 0.93006 -0.49286
N -0.45653 2.20232 -0.32537
C -1.65104 2.64112 0.31757
O -2.74584 2.10682 -0.49459
N -0.97127 -0.09269 -0.42300
C -0.55485 -1.36239 -0.47133
N -1.49669 -2.36370 -0.42099
C -2.70006 -2.02431 0.17442
O -2.63042 -1.29370 1.34509
N 0.71859 -1.66865 -0.56068
H 2.78736 0.92730 1.43664
H 4.85504 -0.40935 -0.08389
H 3.92872 0.88382 -0.67655
H 3.13568 -1.91099 -0.55096
H 0.33145 2.84770 -0.28114
H -1.71216 2.41544 1.42741
H -1.67938 3.69790 0.10281
H -2.57787 1.13495 -0.52481
H -0.94211 -3.18008 -0.24824
H -3.23003 -3.03621 0.54258
H -3.31278 -1.56827 -0.66316
H -2.08516 -0.47958 1.05863
```

Atom charges from the natural (NBO) analysis, given in e for atoms 1 to 5: -0.72 0.09 -0.59 0.61 -0.63

***

Molecular formula: C6H12NO
Method: DFT, ωB97M-V with the def2-TZVPD basis set

The SMILES is C=C(C)C[C@@H](N)C[O-]. The total energy comes out at -365.75753 a.u. The LUMO energy comes out at 3.82 eV. The total charge is -1. Its multiplicity is 1. Its HOMO energy is -2.503 eV. As for the energy above the lowest of the compared OMol25 structures with the same formula, charge and spin: 13.3 kcal/mol.

Geometry as XYZ:
```
20
C6H12NO ωB97M-V with the def2-TZVPD basis set
C -2.44197 -0.01564 0.59925
C -1.24785 -0.59099 0.46116
C -1.07908 -2.00010 0.00585
C 0.07145 0.13616 0.75957
C 0.80376 0.60411 -0.47017
N 0.37056 1.97921 -0.90228
C 2.38422 0.35281 -0.35026
O 2.68400 -0.83858 0.12927
H -3.34884 -0.61071 0.66119
H -2.53147 1.07123 0.60207
H -2.07357 -2.49982 -0.04632
H -0.46779 -2.59862 0.68169
H -0.73854 -2.16880 -1.00976
H -0.17129 0.94362 1.45618
H 0.70396 -0.57861 1.32990
H 0.51320 0.11492 -1.40024
H -0.09343 2.48247 -0.15628
H 1.14704 2.53594 -1.24039
H 2.72495 0.51189 -1.42160
H 2.79070 1.16948 0.31119
```

Atom charges from the natural (NBO) analysis, given in e for atoms 1 to 5: -0.48 0.09 -0.65 -0.47 -0.08